Entry from the OMol25 dataset: a structure of composition C3Ag7O9 (ωB97M-V/def2-TZVPD).

Each line ends with the Mulliken charge.
Atoms and positions in Å:
O (-0.4341, -0.6815, 1.0161)  -0.14
O (-2.9023, -2.2590, 3.5066)  -0.74
O (2.8888, 1.6977, -3.3135)  -0.75
Ag (-1.8926, 1.1393, 1.0092)  0.57
O (-0.9063, -1.6670, 4.3845)  -0.71
O (0.8675, 1.9931, -2.6859)  -0.48
Ag (2.6153, 1.0560, -0.2613)  0.75
Ag (0.3963, 0.2282, 3.0504)  0.66
O (1.9480, 3.7627, -3.5186)  -0.62
Ag (0.9167, -3.2533, -0.8693)  0.70
Ag (-2.3937, -2.4270, 1.5719)  0.45
O (-1.8811, -0.3596, 2.9050)  -0.71
C (0.0854, -0.5202, -0.1485)  0.64
C (-1.9047, -1.4695, 3.6056)  1.00
O (1.2424, -1.0553, -0.4647)  -0.95
C (1.9477, 2.5657, -3.2313)  0.65
Ag (1.2497, -0.3161, -2.9588)  0.52
O (-0.2838, 0.2873, -1.0416)  -0.44
Ag (-1.5591, 1.2784, -2.5560)  0.60

Total charge ... +1
HOMO ... -9.916 eV
Energy above the lowest of the compared OMol25 structures with the same formula, charge and spin ... 0.00 kcal per mole
LUMO energy ... -6.53 eV
Calculated total energy ... -1819.753565 hartree
Kohn-Sham gap ... 0.1244 Eh

Entry from the OMol25 dataset: the ion C3Cl3O with charge +1 (ωB97M-V/def2-TZVPD).

Each line ends with the Mulliken spin population.
Atoms and positions in Å:
Cl (-1.7452, -1.3316, -0.3474)  0.20
C (-0.5575, -0.0478, -0.1190)  0.40
O (-1.0888, 1.2846, -0.1618)  0.04
C (0.9402, -0.2262, -0.0481)  0.60
Cl (1.9668, 0.9968, -0.5694)  0.14
C (-1.1229, 1.0035, 0.9938)  0.46
Cl (1.6073, -1.6793, 0.2519)  0.15

Total charge ... +1
2S+1 ... 3
HOMO (alpha / beta) ... -13.186 / -16.435 eV
Energy above the lowest of the compared OMol25 structures with the same formula, charge and spin ... 0.00 kcal per mole
⟨S²⟩ ... 2.0101
LUMO energy (alpha / beta) ... -5.90 / -9.60 eV
Calculated total energy ... -1569.574014 hartree
Kohn-Sham gap (alpha / beta) ... 0.2676 / 0.2511 Eh

Entry from the OMol25 dataset: a cluster of 2 separate species, C3ClO2 in total (ωB97M-V/def2-TZVPD).

Each line ends with the Mulliken charge.
Atoms and positions in Å:
O (-1.9591, -1.1325, 0.0382)  -0.49
Cl (3.3925, -0.0004, 0.0263)  -0.27
C (-1.6311, 0.0023, 0.0159)  0.77
C (0.4586, -0.0160, -0.0646)  -0.44
C (1.6758, 0.0033, -0.0530)  -0.08
O (-1.9368, 1.1434, 0.0372)  -0.49

Total charge ... -1
HOMO ... -4.797 eV
Energy above the lowest of the compared OMol25 structures with the same formula, charge and spin ... 41.01 kcal per mole
LUMO energy ... 3.41 eV
Calculated total energy ... -724.965811 hartree
Kohn-Sham gap ... 0.3016 Eh